Density functional theory data (ωB97M-V with the def2-TZVPD basis set) for C19H19BINO6 as an isolated structure.

XYZ file:
```
47
Properties=species:S:1:pos:R:3:lowdin_charge:R:1
C 3.03537 -2.27499 -3.44278 -0.069
C 2.29489 -3.41470 -4.14344 -0.244
O 1.21096 -3.96986 -3.40804 -0.122
C 1.54518 -4.47060 -2.14968 -0.193
N 1.26066 -3.46620 -1.10471 0.099
B -0.13538 -3.05021 -0.91993 -0.559
C -1.32138 -3.48781 -1.83665 0.023
O -0.36802 -2.18339 0.13283 0.150
C 1.86770 -3.86145 0.11854 -0.672
O 1.50775 -4.78259 0.80563 0.111
O 2.92630 -3.05564 0.43365 -0.595
I 4.58110 -4.02197 0.96230 1.002
H 3.51028 -1.63995 -4.19710 0.077
H 2.34249 -1.66647 -2.86220 0.077
H 3.82427 -2.64807 -2.78547 0.069
H 2.99480 -4.21393 -4.42646 0.119
H 1.84816 -3.04054 -5.06863 0.118
H 0.96926 -5.38711 -1.98348 0.144
H 2.61248 -4.73060 -2.10312 0.138
H -2.26108 -3.29649 -1.30877 0.071
H -1.30244 -4.53459 -2.14395 0.065
H -1.31711 -2.85640 -2.73124 0.078
H 0.30758 -1.49651 0.18701 0.098
C 0.50367 2.17316 4.91794 -0.055
C 0.98935 1.24890 3.99946 -0.054
C 0.57298 1.29632 2.68058 0.000
C -0.33764 2.26321 2.27336 -0.079
C -0.83490 3.18264 3.19916 -0.081
C -0.40584 3.13750 4.51963 -0.001
C -1.83649 4.21270 2.80051 -0.277
O -2.25995 5.01797 3.60147 0.108
C -2.30373 4.21569 1.38470 -0.082
C -3.27013 5.13484 0.99628 -0.002
C -3.71080 5.16069 -0.31557 -0.056
C -3.18458 4.27229 -1.24730 -0.056
C -2.22314 3.35276 -0.86546 -0.001
C -1.78269 3.31730 0.45169 -0.082
C -0.76287 2.30417 0.84502 -0.273
O -0.29816 1.53716 0.02824 0.103
H 0.83449 2.13767 5.94736 0.108
H 1.69370 0.49063 4.31454 0.108
H 0.94864 0.58645 1.95766 0.113
H -0.79398 3.85943 5.22441 0.120
H -3.66873 5.82213 1.72930 0.120
H -4.46635 5.87458 -0.61552 0.107
H -3.52813 4.29732 -2.27287 0.107
H -1.80854 2.65454 -1.57894 0.120
```

Output
- largest force on an atom (eV/Å) = 0.897
- energy (eV) = -42564.830
- net charge = 0

***

Density functional theory data (ωB97M-V with the def2-TZVPD basis set) for C19H44ClNOP2Yb as an isolated structure.

XYZ file:
```
69
Properties=species:S:1:pos:R:3:lowdin_charge:R:1
Yb -0.79467 1.35807 0.80979 0.303
Cl 0.19880 -1.30444 0.36284 0.062
P 0.82034 3.03845 -1.00843 0.996
C 1.40795 3.35959 -2.75557 -0.549
C -0.50736 4.35438 -0.66657 -0.562
C 2.32058 3.49002 0.00283 -0.572
C 0.85514 2.25771 -3.68134 -0.141
H 2.50804 3.25503 -2.70186 0.098
C 1.09138 4.76154 -3.28938 -0.132
H 0.01977 4.98890 -3.23237 0.052
H 1.37708 4.80671 -4.34926 0.074
H 1.64948 5.54605 -2.75963 0.061
H 0.96435 1.26169 -3.23137 0.064
H 1.39913 2.25784 -4.63646 0.066
H -0.20961 2.42528 -3.90140 0.072
H 3.12027 2.88856 -0.46670 0.098
C 2.24004 3.06184 1.48012 -0.151
C 2.70892 4.95996 -0.16930 -0.136
H 3.12825 5.14595 -1.16536 0.058
H 3.49140 5.20982 0.56124 0.072
H 1.87302 5.65339 0.00197 0.067
H 1.76158 2.08049 1.64698 -0.007
H 1.73921 3.81077 2.11276 0.064
H 3.26836 2.95990 1.85417 0.072
C -1.75493 4.11406 -1.54008 -0.153
H -0.04698 5.31254 -0.96499 0.080
C -0.88079 4.46062 0.82199 -0.126
H -1.52768 4.07357 -2.61265 0.047
H -2.46726 4.93989 -1.37823 0.077
H -2.26997 3.17876 -1.28577 -0.003
H -1.39485 3.56270 1.23565 0.030
H -1.60056 5.28261 0.94153 0.084
H -0.02822 4.70593 1.46524 0.056
H -1.83687 1.07670 -0.92583 -0.179
H -0.09053 0.82311 2.64974 -0.198
P -0.06234 -3.58024 0.53242 0.781
C 1.48156 -4.29152 1.13641 -0.538
C -1.44895 -3.79533 1.66528 -0.556
C -0.44244 -4.09376 -1.15607 -0.541
C 2.38350 -3.28849 1.87013 -0.132
H 2.01157 -4.59244 0.21465 0.113
C 1.20249 -5.55557 1.96729 -0.123
H 0.61528 -5.32606 2.86720 0.065
H 2.15572 -5.98885 2.29414 0.073
H 0.67639 -6.32630 1.38485 0.066
H 2.51932 -2.37700 1.28096 0.037
H 3.36849 -3.75092 2.00503 0.072
H 1.98828 -3.02301 2.85887 0.077
H 0.51902 -3.95512 -1.67917 0.111
C -1.48793 -3.23912 -1.88110 -0.125
C -0.78574 -5.58866 -1.15945 -0.127
H 0.09438 -6.20566 -0.94151 0.064
H -1.15167 -5.88839 -2.14745 0.072
H -1.57431 -5.84375 -0.43641 0.073
H -1.44851 -2.18321 -1.59392 0.038
H -2.50883 -3.62142 -1.72668 0.068
H -1.28982 -3.28900 -2.95525 0.076
C -1.17383 -3.21328 3.05687 -0.103
H -1.54632 -4.88657 1.75191 0.092
C -2.77703 -3.25355 1.13271 -0.098
H -0.19229 -3.47573 3.46710 0.052
H -1.92730 -3.60269 3.75780 0.085
H -1.26710 -2.11851 3.02651 0.076
H -2.72771 -2.16512 0.99203 0.080
H -3.55518 -3.45207 1.88285 0.087
H -3.10736 -3.72647 0.20106 0.055
O -4.76333 0.64685 2.87147 -0.032
C -3.69409 0.84754 2.37034 -0.562
N -2.61674 1.04544 1.86484 -0.122
```

Output
- largest force on an atom (eV/Å) = 4.120
- energy (eV) = -86581.994
- net charge = -1
- spin multiplicity = 2

***

Density functional theory data (ωB97M-V with the def2-TZVPD basis set) for C47H62BF2MoN6O7PSSi2 as an isolated structure.

XYZ file:
```
130
Properties=species:S:1:pos:R:3:lowdin_charge:R:1
Mo -0.38940 0.28039 -0.47001 1.519
S 1.53965 1.54803 -0.17249 0.737
C 1.11288 3.08798 0.61658 -0.736
N 1.98395 4.03665 0.36021 0.002
N 1.75444 5.26161 1.02350 -0.013
C 1.49819 5.45444 2.36422 -0.288
C 1.82773 4.50157 3.34087 -0.035
C 1.60662 4.77459 4.67871 -0.100
C 1.06776 5.99134 5.09631 -0.138
C 0.75297 6.93838 4.13119 -0.130
C 0.96202 6.67826 2.78449 -0.065
N 0.02568 3.32121 1.38789 0.046
N -0.80767 2.38909 1.75769 0.046
C -2.08186 2.91974 2.13310 -0.158
C -2.20923 4.27856 2.43637 -0.014
C -3.44643 4.80887 2.76704 -0.098
C -4.58052 4.00691 2.79496 -0.114
C -4.45379 2.65847 2.48803 -0.083
C -3.22022 2.11416 2.16477 -0.016
H 1.44721 5.98084 0.39285 0.116
H 2.23008 3.54338 3.03470 0.107
H 1.84851 4.01297 5.41146 0.096
H 0.88371 6.18575 6.14555 0.080
H 0.32392 7.88924 4.42646 0.088
H 0.69353 7.42069 2.03873 0.099
H -1.32886 4.90426 2.42141 0.094
H -3.51922 5.86450 3.00437 0.092
H -5.54821 4.42773 3.04349 0.086
H -5.32627 2.01463 2.47564 0.100
H -3.15359 1.07306 1.89839 0.080
C -3.75841 -3.15009 -0.37122 -0.186
Si -2.77430 -1.98457 0.74561 0.423
C -1.36969 -2.97503 1.42412 -0.176
C -3.85903 -1.55986 2.22371 -0.166
N -2.26261 -0.55608 -0.13833 -0.170
C -3.29823 0.30788 -0.53258 -0.322
C -4.66248 -0.01473 -0.56501 -0.069
C -5.62476 0.95400 -0.81611 -0.113
C -5.23667 2.26989 -1.02974 -0.115
C -3.88612 2.58365 -1.07195 -0.073
C -2.90755 1.60334 -0.91023 -0.306
N -1.51287 1.80504 -1.06312 -0.206
Si -1.06174 3.16119 -2.16766 0.440
C -1.23115 4.80308 -1.26263 -0.165
C -2.11918 3.21357 -3.70894 -0.163
C 0.68034 3.17268 -2.81935 -0.205
H -3.24724 -4.11637 -0.45266 0.016
H -3.87782 -2.75171 -1.38363 0.035
H -4.75626 -3.32977 0.04535 0.026
H -1.74649 -3.96599 1.70479 0.048
H -0.94717 -2.47760 2.30052 0.036
H -0.57052 -3.09575 0.69181 0.006
H -4.44285 -2.44297 2.51209 0.027
H -4.55906 -0.74231 2.03033 0.017
H -3.22444 -1.27466 3.06789 0.027
H -4.98127 -1.03166 -0.37513 0.071
H -6.67363 0.67831 -0.82664 0.088
H -5.97538 3.05026 -1.17115 0.090
H -3.58979 3.61314 -1.22066 0.077
H -2.26585 5.12557 -1.10865 0.016
H -0.72308 5.56919 -1.86340 0.029
H -0.74977 4.75346 -0.27823 0.001
H -3.19329 3.16889 -3.52731 0.018
H -1.84078 2.35704 -4.32853 0.028
H -1.89776 4.14134 -4.25342 0.030
H 1.42140 3.49215 -2.08168 -0.011
H 0.68866 3.87729 -3.66180 0.036
H 0.95036 2.19051 -3.20173 0.000
O 0.14617 -1.51937 -1.84606 -0.168
C 0.32929 -1.71386 -3.26576 -0.291
C -0.26294 -0.49189 -4.02470 -0.639
O -0.09210 -0.48697 -5.25407 0.007
O -0.86433 0.31736 -3.28293 -0.053
C -0.44407 -2.95373 -3.69786 -0.125
C -0.32793 -3.43420 -5.00354 -0.028
C -1.06146 -4.53559 -5.41756 -0.092
C -1.92895 -5.17748 -4.53790 -0.117
C -2.05424 -4.70001 -3.24259 -0.088
C -1.31514 -3.59490 -2.82729 -0.005
C 1.83316 -1.80952 -3.52852 -0.125
C 2.58048 -0.64213 -3.65229 -0.001
C 3.95722 -0.68858 -3.81174 -0.081
C 4.61300 -1.91353 -3.84750 -0.112
C 3.87989 -3.08332 -3.70739 -0.087
C 2.50054 -3.02906 -3.54515 -0.034
H 0.64725 -2.25208 -1.39941 0.027
H 0.32358 -2.91276 -5.69190 0.118
H -0.96030 -4.89371 -6.43669 0.091
H -2.50553 -6.03620 -4.86410 0.086
H -2.73428 -5.18055 -2.54741 0.087
H -1.41731 -3.22154 -1.81738 0.091
H 2.07578 0.31546 -3.62785 0.106
H 4.51658 0.23582 -3.90022 0.098
H 5.69004 -1.95419 -3.97086 0.088
H 4.38372 -4.04386 -3.70494 0.092
H 1.94184 -3.94575 -3.40312 0.117
F -1.30966 0.12173 2.56903 0.077
B -0.39814 0.87160 1.82851 -0.924
F 0.84757 0.79983 2.45209 0.052
C 5.02465 -0.00538 0.23647 -0.034
C 4.38268 -1.10004 1.07066 -0.609
C 3.70999 -0.50653 2.30356 -0.030
C 5.42459 -2.13204 1.48129 -0.032
O 3.46134 -1.76161 0.16037 -0.142
P 2.00374 -2.35327 0.42014 0.299
O 1.67741 -3.29377 -0.69279 -0.249
O 1.02237 -1.23519 0.60866 -0.395
O 2.20614 -3.10609 1.82136 -0.156
C 1.97293 -4.45256 2.27523 -0.613
C 1.17601 -4.31597 3.56566 -0.023
C 1.23345 -5.34428 1.28208 -0.039
C 3.34394 -5.04920 2.56622 -0.044
H 5.81741 0.48893 0.80682 0.085
H 4.27448 0.73676 -0.04388 0.048
H 5.44645 -0.43351 -0.67485 0.081
H 4.48184 -0.07563 2.94959 0.090
H 3.16778 -1.26662 2.86776 0.080
H 3.00050 0.26994 2.03289 0.050
H 6.21569 -1.65282 2.06396 0.082
H 5.86459 -2.59408 0.59237 0.088
H 4.96092 -2.91064 2.08756 0.054
H 0.24471 -3.78364 3.37007 0.062
H 1.74817 -3.74861 4.30496 0.087
H 0.94390 -5.30462 3.97448 0.085
H 0.22111 -4.98367 1.09931 0.060
H 1.17906 -6.34781 1.71182 0.084
H 1.74688 -5.38267 0.32179 0.078
H 3.87197 -4.44718 3.30978 0.078
H 3.94193 -5.07855 1.65126 0.091
H 3.23656 -6.06627 2.95130 0.081
```

Output
- largest force on an atom (eV/Å) = 1.324
- relative energy (zero: lowest compared OMol25 entry of this formula, charge and spin) (kcal per mole) = 0.0
- net charge = -2
- spin multiplicity = 3